Computed, not measured: a 2-piece molecular cluster, C7H17NOSi overall in a non-equilibrium geometry, with ωB97M-V/def2-TZVPD.

Computed properties:
Relative energy (zero: lowest compared OMol25 entry of this formula, charge and spin) = 40.9 kcal/mol
HOMO = -7.760 eV
E = -18948.717 eV

Geometry as ORCA input:
```
! wB97M-V def2-TZVPD RIJCOSX def2/J DEFGRID3
* xyz 0 1
C 2.933 -0.059 0.168
C 2.078 1.220 0.089
C 2.326 -1.271 -0.473
C 0.603 1.007 0.593
C 0.964 -1.556 0.153
C -0.023 -0.349 -0.025
C -2.674 0.855 -1.518
N -1.296 -0.775 0.560
O -3.945 -0.976 0.744
Si -2.778 -0.007 0.201
H 3.853 0.138 -0.341
H 3.205 -0.256 1.221
H 2.483 1.934 0.834
H 2.250 1.676 -0.947
H 2.055 -1.003 -1.489
H 3.101 -1.980 -0.527
H 0.697 0.791 1.626
H 0.003 1.903 0.494
H 0.435 -2.360 -0.276
H 0.944 -1.875 1.297
H -0.092 -0.313 -1.148
H -1.564 0.797 -1.740
H -3.364 0.436 -2.229
H -2.875 1.889 -1.422
H -1.296 -1.073 1.542
H -4.703 -0.482 0.645
H -3.322 1.690 1.969
*
```



Computed, not measured: C4H6NO4 as an isolated structure in a non-equilibrium geometry, with ωB97M-V/def2-TZVPD.

Computed properties:
Relative energy (zero: lowest compared OMol25 entry of this formula, charge and spin) = 0.0 kcal/mol
HOMO = -14.996 eV
E = -13914.546 eV

Geometry as ORCA input:
```
! wB97M-V def2-TZVPD RIJCOSX def2/J DEFGRID3
* xyz 1 1
C 0.484 0.624 0.083
C -1.467 -0.748 0.007
C 1.119 2.029 -0.039
C -0.693 -1.997 -0.056
N -3.685 0.680 0.107
O 1.200 -0.292 0.310
O -2.713 -0.763 -0.004
O -4.777 0.399 0.010
O -0.894 0.454 -0.078
H 0.328 2.758 -0.172
H 1.843 2.034 -0.881
H 1.450 2.267 1.004
H -0.070 -2.245 0.836
H -0.167 -2.123 -0.915
H -1.316 -2.782 0.076
*
```



Computed, not measured: C5H11NiO4 as an isolated structure in a non-equilibrium geometry, with ωB97M-V/def2-TZVPD.

Computed properties:
HOMO (spin up / spin down) = -1.073 / -2.874 eV
E = -54592.125 eV

Geometry as ORCA input:
```
! wB97M-V def2-TZVPD RIJCOSX def2/J DEFGRID3
* xyz -1 3
O 1.170 -1.836 -0.843
C 0.411 -2.334 0.020
C -0.160 -1.568 1.094
O -0.061 -0.184 0.873
C -1.220 0.421 0.308
C -0.793 1.643 -0.461
O 0.148 1.234 -1.438
C 0.448 2.237 -2.392
Ni 1.831 0.194 -0.387
H 0.197 -3.418 0.007
H 0.477 -1.881 2.375
H -1.927 0.702 1.103
H -1.715 -0.292 -0.368
H -0.332 2.392 0.206
H -1.673 2.097 -0.942
H 1.263 1.860 -3.020
H -0.435 2.442 -3.014
H 0.772 3.165 -1.895
H -1.159 -1.908 1.423
O 0.985 -2.210 3.713
H 1.772 -2.755 3.637
*
```



Computed, not measured: C13H24F6IO3P2Re as an isolated structure in a non-equilibrium geometry, with ωB97M-V/def2-TZVPD.

Computed properties:
HOMO (spin up / spin down) = -18.778 / -18.616 eV
E = -65090.619 eV

Geometry as ORCA input:
```
! wB97M-V def2-TZVPD RIJCOSX def2/J DEFGRID3
* xyz 3 4
C 0.293 -1.291 -3.767
C 0.331 -0.185 -2.754
H 0.303 -0.841 -4.770
H -0.646 -1.884 -3.706
H 1.191 -1.943 -3.712
O 0.314 0.998 -3.010
I 0.629 -2.076 1.948
Re 0.365 -0.675 -0.626
P 2.630 -0.881 -0.682
C 3.450 0.649 -0.117
C 3.300 -2.118 0.480
H 4.326 -2.375 0.222
H 4.566 -1.279 -2.056
H 2.685 -3.022 0.431
H 3.147 -2.225 -2.609
H 3.103 0.945 0.881
H 3.260 -1.731 1.509
C 3.480 -1.248 -2.231
H 4.533 0.497 -0.081
H 3.265 -0.477 -2.983
H 3.233 1.478 -0.799
P -2.084 -0.705 -0.632
C -2.992 0.815 -0.190
C -2.882 -1.066 -2.218
H -2.180 -2.886 0.439
H -3.795 -2.166 0.243
H -2.697 -1.567 1.530
C -2.747 -1.949 0.497
H -2.603 -2.071 -2.595
H -3.984 -1.052 -2.063
H -4.090 0.771 -0.229
H -2.538 1.568 -0.839
H -2.633 -0.309 -2.993
H -2.711 1.153 0.798
C 0.730 1.332 -0.569
O 0.661 2.447 -0.428
C -1.800 0.870 3.242
C -0.801 1.691 2.578
O -0.825 0.061 0.558
C -1.223 3.052 2.080
F -2.023 3.649 3.018
F -0.181 3.835 1.804
F -1.948 3.028 0.929
C 0.569 1.750 3.145
F 0.650 2.792 4.009
F 0.911 0.611 3.809
F 1.547 1.908 2.202
H -2.788 0.923 2.741
H -1.831 1.391 4.236
H -1.470 -0.190 3.330
*
```



Computed, not measured: C17H13BrCoN2O6 as an isolated structure in a non-equilibrium geometry, with ωB97M-V/def2-TZVPD.

Computed properties:
HOMO (spin up / spin down) = 0.398 / 0.101 eV
E = -140765.438 eV

Geometry as ORCA input:
```
! wB97M-V def2-TZVPD RIJCOSX def2/J DEFGRID3
* xyz -2 4
C -2.036 -0.470 -3.185
C -1.648 -1.062 -1.939
C -1.503 -0.023 -0.981
H -1.644 -2.096 -1.679
C -1.541 1.230 -1.676
C -1.940 0.963 -3.038
H -2.253 1.726 -3.770
H -2.310 -0.979 -4.137
H -1.581 -0.099 0.073
H -1.344 2.186 -1.223
Co -0.100 0.137 -3.207
Br 1.958 -0.620 -1.613
C 1.663 0.775 -4.005
C 0.542 1.514 -4.487
C -0.368 0.598 -5.092
H 0.424 2.592 -4.422
C 0.150 -0.722 -4.959
C 1.406 -0.641 -4.284
H 2.058 -1.471 -4.059
H 2.576 1.174 -3.575
H -1.295 0.865 -5.570
H -0.306 -1.640 -5.291
O 0.689 1.685 0.950
C 0.689 0.480 1.217
O 0.815 -0.621 0.555
C 0.639 0.120 2.678
C 0.759 -1.238 3.047
C 0.695 -1.535 4.423
C 0.454 -0.510 5.359
C 0.171 0.801 4.912
C 0.276 1.161 3.547
N -0.158 1.752 5.927
O -0.217 1.302 7.095
O -0.334 2.951 5.665
N 1.024 -2.865 4.842
O 1.403 -3.672 3.969
O 0.953 -3.140 6.055
H 0.760 -2.032 2.284
H 0.467 -0.739 6.423
H 0.006 2.166 3.169
*
```



Computed, not measured: a 11-piece molecular cluster, C34H80N10O12 overall in a non-equilibrium geometry, with ωB97M-V/def2-TZVPD.

Computed properties:
Relative energy (zero: lowest compared OMol25 entry of this formula, charge and spin) = 0.0 kcal/mol
SMILES = CNC(C)=O.CNC(C)=O.CNC(C)=O.CNC(C)=O.CNC(C)=O.CNC(C)=O.CNC(C)=O.CNC(C)=O.CNC(C)=O.CNC(C)=O.COCCOC
HOMO = -8.831 eV
E = -76028.850 eV

Geometry as ORCA input:
```
! wB97M-V def2-TZVPD RIJCOSX def2/J DEFGRID3
* xyz 0 1
C 4.269 10.152 8.816
N 3.494 10.755 9.847
C 2.245 11.139 9.599
C 1.544 11.927 10.704
O 1.660 10.815 8.580
H 3.799 9.185 8.631
H 5.262 10.086 9.261
H 4.375 10.778 7.930
H 3.909 10.792 10.767
H 1.022 12.772 10.255
H 2.406 12.250 11.287
H 0.946 11.246 11.310
C 0.350 5.934 13.186
N 1.558 5.509 13.908
C 2.809 5.404 13.356
C 3.972 4.940 14.203
O 3.020 5.575 12.158
H 0.239 7.019 13.172
H -0.558 5.471 13.574
H 0.428 5.661 12.133
H 1.394 5.212 14.860
H 4.633 4.244 13.687
H 3.698 4.468 15.146
H 4.464 5.900 14.359
C 6.684 9.764 15.774
N 7.726 9.978 14.713
C 8.243 9.019 13.926
C 9.418 9.377 13.009
O 7.838 7.892 14.039
H 6.292 10.674 16.229
H 7.044 9.029 16.493
H 5.826 9.222 15.376
H 8.154 10.888 14.618
H 9.485 10.463 13.082
H 9.355 9.106 11.955
H 10.290 8.911 13.467
C 5.691 7.702 11.224
N 6.023 7.291 9.875
C 7.109 7.804 9.242
C 7.372 7.269 7.842
O 7.854 8.661 9.662
H 5.953 8.748 11.382
H 6.241 7.151 11.987
H 4.650 7.607 11.534
H 5.461 6.593 9.410
H 8.388 7.613 7.648
H 6.684 7.766 7.158
H 7.236 6.189 7.896
C 8.718 4.467 13.989
N 9.148 5.331 12.873
C 10.119 5.005 12.026
C 10.434 5.978 10.871
O 10.750 3.927 12.121
H 9.461 4.537 14.783
H 8.653 3.441 13.626
H 7.708 4.766 14.272
H 8.826 6.288 12.904
H 11.469 6.225 10.633
H 9.943 6.934 11.052
H 10.109 5.523 9.935
C 2.386 9.105 13.652
N 3.087 10.279 14.188
C 3.929 11.012 13.452
C 4.459 12.302 14.086
O 4.379 10.697 12.337
H 1.341 9.326 13.431
H 2.424 8.318 14.405
H 2.836 8.733 12.732
H 2.847 10.614 15.110
H 4.312 13.032 13.290
H 5.524 12.348 14.314
H 3.920 12.644 14.970
C 6.767 1.548 3.020
N 6.441 2.412 4.140
C 6.156 3.719 4.098
C 6.053 4.395 5.491
O 6.226 4.378 3.053
H 5.920 1.566 2.334
H 6.885 0.524 3.373
H 7.683 1.922 2.561
H 6.494 2.039 5.077
H 5.116 4.947 5.570
H 6.864 5.118 5.573
H 6.177 3.625 6.253
C 11.481 8.813 8.505
N 11.723 8.753 7.077
C 11.514 9.748 6.257
C 11.723 9.406 4.824
O 11.056 10.837 6.603
H 11.980 9.667 8.965
H 11.957 8.014 9.075
H 10.401 8.763 8.644
H 11.822 7.847 6.642
H 10.875 8.832 4.451
H 12.596 8.791 4.608
H 11.681 10.345 4.273
C 8.081 7.635 4.340
N 6.823 7.177 3.826
C 5.856 7.993 3.341
C 4.574 7.321 2.929
O 6.052 9.199 3.156
H 8.212 7.441 5.405
H 8.144 8.721 4.271
H 8.870 7.150 3.765
H 6.750 6.194 3.606
H 4.482 6.312 3.332
H 4.693 7.218 1.851
H 3.725 7.967 3.152
C 7.103 11.991 11.046
N 8.164 12.970 10.801
C 9.367 12.724 10.238
C 9.641 11.417 9.574
O 10.224 13.544 10.260
H 7.479 11.031 11.399
H 6.515 11.687 10.180
H 6.398 12.340 11.800
H 8.093 13.931 11.102
H 10.319 11.659 8.755
H 8.826 10.894 9.073
H 10.076 10.749 10.317
C 3.456 6.823 6.779
O 4.161 6.177 7.850
C 3.777 4.816 7.996
C 4.466 4.348 9.299
O 5.836 4.215 9.002
C 6.643 4.008 10.191
H 3.859 7.821 6.606
H 2.383 7.001 6.856
H 3.580 6.315 5.823
H 4.069 4.147 7.186
H 2.690 4.834 8.068
H 4.121 3.357 9.595
H 4.297 4.975 10.174
H 6.601 2.972 10.528
H 6.323 4.654 11.008
H 7.702 4.239 10.080
*
```



Computed, not measured: one molecule with the formula C20H10Cl2F6N4O2S in a non-equilibrium geometry, with ωB97M-V/def2-TZVPD.

Computed properties:
SMILES = COc1cc(/C=N/c2c(SC(F)(F)F)c(C#N)nn2-c2c(Cl)cc(C(F)(F)F)cc2Cl)ccc1O
HOMO = -8.733 eV
E = -83141.496 eV

Geometry as ORCA input:
```
! wB97M-V def2-TZVPD RIJCOSX def2/J DEFGRID3
* xyz 0 1
C -4.423 -4.566 -0.649
O -4.653 -3.342 -1.332
C -3.819 -2.247 -1.159
C -2.542 -2.350 -0.572
C -1.717 -1.190 -0.465
C -0.379 -1.318 0.073
N 0.405 -0.275 0.252
C 1.671 -0.384 0.804
C 2.516 -1.479 0.833
S 2.369 -3.086 0.098
C 3.107 -2.880 -1.565
F 2.666 -3.856 -2.395
F 4.464 -2.984 -1.462
F 2.769 -1.699 -2.157
C 3.707 -1.026 1.505
C 4.813 -1.882 1.803
N 5.715 -2.602 2.011
N 3.685 0.278 1.696
N 2.431 0.667 1.307
C 1.990 1.999 1.238
C 2.649 2.825 0.338
Cl 4.016 2.279 -0.625
C 2.220 4.147 0.170
C 1.170 4.638 0.964
C 0.700 6.083 0.811
F -0.620 6.232 1.155
F 1.407 6.937 1.572
F 0.849 6.504 -0.455
C 0.607 3.805 1.939
C 0.978 2.472 2.105
Cl 0.327 1.523 3.448
C -2.174 0.029 -0.962
C -3.450 0.077 -1.584
C -4.246 -1.045 -1.731
O -5.425 -1.036 -2.397
H -3.616 -5.093 -1.148
H -5.317 -5.191 -0.704
H -4.196 -4.413 0.398
H -2.123 -3.284 -0.249
H -0.022 -2.304 0.302
H 2.784 4.808 -0.514
H -0.104 4.185 2.649
H -1.601 0.964 -0.914
H -3.841 1.020 -1.996
H -5.746 -1.941 -2.435
*
```



Computed, not measured: C38H38IrN3O3P2S as an isolated structure, with ωB97M-V/def2-TZVPD.

Computed properties:
Relative energy (zero: lowest compared OMol25 entry of this formula, charge and spin) = 0.0 kcal/mol
HOMO = -12.793 eV
E = -82874.185 eV

Geometry as ORCA input:
```
! wB97M-V def2-TZVPD RIJCOSX def2/J DEFGRID3
* xyz 2 1
Ir -1.143 0.827 0.988
C -0.879 0.650 -2.158
C -1.589 -0.224 -1.107
P -0.610 -1.731 -0.915
C -0.857 -2.855 -2.302
C -0.552 -2.487 -3.619
C -0.824 -3.355 -4.660
C -1.392 -4.598 -4.400
C -1.684 -4.974 -3.098
C -1.418 -4.109 -2.047
C -0.863 -2.650 0.581
C 0.147 -3.493 1.040
C -0.062 -4.247 2.182
C -1.274 -4.160 2.855
C -2.284 -3.330 2.386
C -2.084 -2.569 1.246
C 0.603 0.873 -1.829
P 1.342 -0.652 -1.149
C 2.317 -0.361 0.311
C 2.234 0.854 0.987
C 2.956 1.037 2.153
C 3.750 0.008 2.643
C 3.849 -1.196 1.959
C 3.138 -1.386 0.787
C 2.341 -1.531 -2.347
C 3.193 -0.790 -3.168
C 4.055 -1.448 -4.031
C 4.079 -2.836 -4.065
C 3.247 -3.574 -3.233
C 2.377 -2.925 -2.373
H -1.398 1.602 -2.253
H -0.964 0.153 -3.127
H -2.559 -0.521 -1.524
H -2.227 0.193 -0.095
H -0.068 -1.546 -3.843
H -0.585 -3.069 -5.675
H -1.602 -5.275 -5.217
H -2.123 -5.942 -2.897
H -1.653 -4.409 -1.035
H 1.094 -3.562 0.516
H 0.718 -4.902 2.546
H -1.434 -4.746 3.750
H -3.228 -3.272 2.911
H -2.872 -1.913 0.897
H 0.683 1.631 -1.052
H 1.161 1.197 -2.707
H 1.590 1.636 0.612
H 2.900 1.978 2.684
H 4.305 0.150 3.561
H 4.489 -1.982 2.334
H 3.242 -2.314 0.238
H 3.202 0.292 -3.134
H 4.714 -0.877 -4.671
H 4.753 -3.345 -4.740
H 3.273 -4.655 -3.258
H 1.726 -3.513 -1.737
O -0.170 2.219 5.421
C 0.427 1.020 5.538
C 1.028 0.723 6.762
C 1.647 -0.492 6.949
C 1.687 -1.453 5.932
C 1.098 -1.170 4.726
C 0.468 0.068 4.507
C -0.104 0.323 3.201
O -0.616 1.474 2.878
O -0.124 -0.537 2.272
H -0.585 2.284 4.549
H 0.987 1.465 7.547
H 2.106 -0.707 7.906
H 2.173 -2.404 6.099
H 1.109 -1.886 3.914
C -4.427 4.505 -3.051
C -4.816 3.721 -1.797
C -3.668 3.527 -0.863
N -3.118 2.394 -0.615
N -2.062 2.495 0.270
C -1.829 3.727 0.672
N -0.824 4.080 1.497
S -2.922 4.860 -0.022
H -5.296 4.638 -3.692
H -3.661 3.977 -3.620
H -4.044 5.496 -2.803
H -5.184 2.728 -2.055
H -5.620 4.236 -1.267
H -0.424 3.351 2.073
H -0.834 5.005 1.895
*
```



> Which value of E does entry 4 give?

-65090.619 eV



> Among the records above, which one has the lowest E?

C17H13BrCoN2O6



> Look up the E of the second one.

-13914.546 eV



> Which of these has the highest E?

C4H6NO4